(1)
ORCA calculation (wB97M-V/def2-TZVPD) on a cluster of 2 separate species, C6H8N in total.

Molar mass in g mol⁻¹: 94.137
Max |F| in eV/Å: 6.12
HOMO in eV: -15.4132
Total energy in eV: -7830.2834
Net charge: +1
Lowest unoccupied orbital energy in eV: -5.977
Energy relative to the best compared isomer or geometry (same formula, charge and spin) in kJ/mol: 521.5

Geometry as XYZ:
```
15
Properties=species:S:1:pos:R:3:forces:R:3
C 1.888 2.124 -0.226 -1.1 -2.7 -0.1
C 1.597 0.953 -0.371 1.1 0.1 0.9
C -1.551 0.193 -0.011 0.3 -0.7 0.3
C -2.762 0.974 0.040 0.8 0.9 -0.3
C 2.015 -1.380 0.434 -1.3 -1.4 3.4
C 1.547 -0.470 -0.494 -2.2 3.6 -4.4
N -0.631 -0.474 -0.191 0.2 0.3 0.1
H 1.957 3.065 0.194 0.5 1.6 0.1
H -3.119 1.375 0.980 0.5 -0.1 0.3
H -2.584 1.752 -0.695 -0.2 0.5 0.1
H -3.520 0.389 -0.375 -1.4 -1.1 -0.6
H 2.022 -0.986 1.473 1.1 0.1 -0.8
H 2.854 -1.782 -0.061 2.0 -0.4 0.0
H 1.431 -2.291 0.613 -0.4 0.0 -0.9
H 1.443 -0.622 -1.634 0.1 -0.9 1.9
```
Positions in Å, forces in eV/Å.

Atomic partial charges in e from the natural (NBO) method, atoms 1 to 6:
1 C 0.03
2 C -0.15
3 C 0.47
4 C -0.74
5 C -0.75
6 C 0.23

(2)
ORCA calculation (wB97M-V/def2-TZVPD) on a structure of composition C9H11NO2Sr.

Molar mass in g mol⁻¹: 252.812
Max |F| in eV/Å: 2.53
HOMO in eV: 1.5666
Total energy in eV: -15931.4372
Net charge: -2
Lowest unoccupied orbital energy in eV: 5.243
Energy relative to the best compared isomer or geometry (same formula, charge and spin) in kJ/mol: 0.0

Geometry as XYZ:
```
24
Properties=species:S:1:pos:R:3:forces:R:3
C -1.467 -1.056 -1.087 -0.6 0.4 0.2
C -1.594 0.251 -1.643 -0.5 -0.4 0.4
C -2.427 1.020 -0.777 0.0 -0.3 0.0
C -2.813 0.189 0.317 0.1 -0.1 -0.2
C -2.219 -1.097 0.128 0.1 0.5 -0.6
Sr 0.031 0.665 0.762 0.6 -1.0 -1.4
C 2.114 0.138 -1.250 -0.8 0.6 0.4
C 2.108 -1.147 -0.599 0.4 -0.8 -0.3
C 2.526 -2.325 -1.253 -0.3 0.7 0.1
N 1.629 -1.167 0.687 0.1 0.0 1.0
H -2.759 2.049 -0.954 0.2 -0.4 0.1
H -1.165 0.583 -2.592 0.0 -0.1 0.5
H -3.499 0.465 1.123 0.3 0.0 -0.2
H -2.339 -1.968 0.773 0.1 0.3 -0.2
H -0.908 -1.883 -1.523 0.1 0.3 0.2
H 2.182 0.195 -2.334 0.2 0.0 0.1
H 1.794 -2.061 1.163 0.0 0.3 -0.6
H 2.448 1.006 -0.666 0.1 -0.2 -0.2
H 2.915 -2.256 -2.264 0.2 -0.2 0.1
H 2.574 -3.248 -0.688 -0.1 -0.3 -0.2
O 0.650 3.706 4.052 0.0 -0.4 -0.5
C 0.229 2.930 3.188 0.7 -0.6 -0.9
O 0.859 2.303 2.240 -0.7 1.5 1.9
H -0.870 2.706 3.198 -0.1 0.1 0.1
```
Positions in Å, forces in eV/Å.

Atomic partial charges in e from the natural (NBO) method, atoms 1 to 6:
1 C -0.35
2 C -0.37
3 C -0.43
4 C -0.44
5 C -0.41
6 Sr 1.75

(3)
ORCA calculation (wB97M-V/def2-TZVPD) on a structure of composition C8H9BaF7O5SSi.

Molar mass in g mol⁻¹: 515.622
Max |F| in eV/Å: 8.10
HOMO in eV: -16.2204
Total energy in eV: -57085.7104
Net charge: +2
Lowest unoccupied orbital energy in eV: -9.492

Geometry as XYZ:
```
32
Properties=species:S:1:pos:R:3:forces:R:3
C -0.684 3.848 -2.661 -0.7 -0.2 0.4
C -1.037 3.274 -1.180 4.1 3.9 1.1
O -0.350 3.715 -0.240 -3.5 -2.8 -3.3
O -2.145 2.349 -1.080 1.5 -2.2 1.1
C -1.919 1.320 -0.121 0.2 1.0 5.0
O -1.723 1.512 1.111 -0.8 -0.8 -5.9
C -1.975 -0.212 -0.590 -1.9 0.5 0.8
Si -0.370 -0.893 -1.398 0.9 1.8 -1.8
C 0.839 0.425 -2.060 0.7 -0.3 -0.5
S 0.760 -2.270 -0.146 4.0 -6.7 -2.3
O 2.171 -2.276 -0.711 -3.7 1.8 1.9
O 0.266 -3.711 -0.279 -0.4 4.4 1.1
C 0.656 -1.708 1.628 -0.5 1.1 1.8
F 0.676 -0.271 1.604 -0.6 -3.2 -0.1
F -0.595 -2.230 2.135 2.9 1.8 -1.2
C 1.867 -2.169 2.573 2.3 -1.9 0.5
F 3.163 -1.855 2.031 -3.7 -0.7 0.9
F 1.824 -3.587 2.710 -0.2 3.4 -0.4
C 1.856 -1.460 4.044 1.2 2.0 1.5
F 0.578 -1.009 4.438 3.0 -1.6 -0.9
F 2.663 -0.278 3.900 -2.2 -3.1 0.5
F 2.459 -2.267 5.033 -2.1 2.1 -2.9
H 0.437 3.683 -2.899 -2.0 0.0 0.6
H -1.375 3.439 -3.473 1.1 0.5 1.1
H -0.826 4.980 -2.593 0.1 -1.6 0.0
H -2.240 -0.835 0.356 0.4 1.1 -1.2
H -2.893 -0.362 -1.308 3.3 1.5 0.9
H -0.803 -1.685 -2.575 -0.2 -0.4 0.4
H 1.591 0.716 -1.250 -1.1 0.0 -1.1
H 0.316 1.306 -2.566 0.7 -1.1 0.9
H 1.458 -0.095 -2.894 -1.0 0.7 1.4
Ba -4.641 -1.394 -1.539 -1.8 -1.2 -0.1
```
Positions in Å, forces in eV/Å.

Atomic partial charges in e from the Löwdin method, atoms 1 to 6:
1 C 0.01
2 C -0.36
3 O 0.13
4 O 0.03
5 C -0.39
6 O 0.14

(4)
ORCA calculation (wB97M-V/def2-TZVPD) on a structure of composition C19H20CaCl3F2N3O4PSi.

Molar mass in g mol⁻¹: 597.879
Max |F| in eV/Å: 11.09
HOMO in eV: -9.9030
Total energy in eV: -111270.9699
Net charge: +1
Lowest unoccupied orbital energy in eV: -6.291

Geometry as XYZ:
```
54
Properties=species:S:1:pos:R:3:forces:R:3
C 0.171 -6.928 0.238 3.9 8.3 3.3
C 0.578 -5.694 0.830 -2.2 -8.9 -4.5
Si 1.466 -4.002 1.285 -3.3 -0.9 -0.6
C 0.955 -2.652 0.005 -0.3 0.0 -1.0
N 2.093 -1.779 -0.487 -0.4 1.2 1.8
N 0.838 -3.561 2.943 4.3 7.3 2.7
C 1.421 -2.354 3.328 0.6 2.6 -3.8
O 1.961 -1.105 3.334 -4.4 -10.2 0.7
P 3.650 -4.389 1.354 2.7 0.5 -6.2
O 4.116 -4.524 -0.183 -1.5 0.0 4.7
H 0.100 -7.917 -0.427 -0.1 2.7 2.0
H 0.522 -3.228 -0.946 0.6 1.2 2.2
H 0.153 -1.960 0.503 1.1 -1.6 -0.9
H 2.959 -1.880 0.099 -1.1 0.0 -0.9
H 1.772 -0.785 -0.287 0.7 -1.5 -0.6
H 4.353 -3.197 1.844 -0.5 -1.1 0.6
H 3.983 -5.558 2.139 -0.1 0.7 0.1
N 5.719 -6.939 3.790 2.5 -0.6 -1.2
H 5.751 -7.248 2.812 0.0 -0.1 -0.3
H 6.042 -5.966 3.853 0.3 0.4 0.1
H 4.755 -7.003 4.137 0.4 -2.0 -0.3
H 6.328 -7.539 4.359 0.1 -0.1 0.2
C -2.714 2.516 -3.475 0.2 0.0 0.3
C -3.263 3.795 -3.382 0.2 0.0 0.3
C -2.979 4.598 -2.276 0.1 -0.1 0.0
C -2.154 4.115 -1.253 -0.2 0.1 -0.6
C -1.625 2.828 -1.334 0.2 0.2 -0.5
C -1.897 2.030 -2.454 -0.2 0.0 -0.4
C -0.794 2.290 -0.238 0.6 -1.5 -0.8
O -0.327 1.160 -0.310 -0.1 0.6 0.3
C -0.542 3.130 0.950 0.2 -0.6 0.5
C 0.196 2.612 2.022 0.4 0.2 0.9
C 0.451 3.404 3.144 0.0 -0.8 -0.7
C -0.021 4.715 3.194 -0.5 0.5 -0.5
C -0.761 5.232 2.129 0.3 0.0 0.5
C -1.030 4.434 1.010 -0.2 0.8 0.8
C -1.844 4.978 -0.095 -0.9 1.5 -0.5
O -2.263 6.129 -0.050 0.5 -0.9 0.2
H -2.928 1.894 -4.341 0.1 0.1 0.2
H -3.910 4.169 -4.172 0.2 -0.1 0.3
H -3.406 5.597 -2.213 0.2 -0.2 0.1
H -1.477 1.029 -2.530 0.0 0.3 0.2
H 0.571 1.590 1.990 -0.2 0.3 -0.2
H 1.020 2.998 3.977 -0.1 0.1 -0.2
H 0.184 5.335 4.064 -0.1 -0.1 -0.2
H -1.131 6.255 2.178 0.0 -0.3 -0.2
C -4.785 2.220 -7.413 -0.1 0.0 -0.1
Cl -4.276 0.795 -6.492 -0.1 0.1 -0.2
Cl -6.553 2.312 -7.490 0.3 0.0 0.0
Cl -4.115 3.696 -6.697 0.0 -0.2 -0.3
H -4.401 2.127 -8.432 -0.1 0.0 0.4
F -3.597 1.414 -0.302 0.9 1.7 2.1
Ca 3.460 -5.833 4.783 -3.3 2.3 1.8
F -2.772 2.642 0.983 -1.0 -1.8 -1.5
```
Positions in Å, forces in eV/Å.

Atomic partial charges in e from the natural (NBO) method, atoms 1 to 6:
1 C -0.13
2 C -0.57
3 Si 1.43
4 C -0.68
5 N -0.81
6 N -0.91

Which of these has the lowest total energy?
C19H20CaCl3F2N3O4PSi

Among the records above, which one has the highest lowest unoccupied orbital energy?
C9H11NO2Sr